[1]
Molecular formula: C29H72Li4N6O13
Method: DFT, ωB97M-V with the def2-TZVPD basis set

Each line ends with the Löwdin charge.
Atoms and positions in Å:
Li1 0.54196 -1.18884 10.93871  0.610
Li2 1.10784 -0.29212 14.31311  0.655
Li3 -1.46347 0.14419 13.33346  0.715
Li4 0.72754 2.48131 15.32989  0.785
O1 -0.03016 1.66227 13.57130  -0.510
C1 0.37165 1.85979 12.23193  -0.389
C2 -0.57413 1.37632 11.11253  -0.392
O2 -1.05598 0.06666 11.33390  -0.452
H1 1.35784 1.39703 12.08174  0.082
H2 0.60431 2.91673 12.01753  0.097
H3 -0.12495 1.42127 10.11081  0.083
H4 -1.40163 2.10523 11.00785  0.088
O3 3.03388 -0.31713 14.95304  -0.435
C3 3.63702 -0.44323 13.69397  -0.461
C4 3.06883 -1.52830 12.75492  -0.444
O4 1.69101 -1.61688 12.59913  -0.446
H5 4.73265 -0.53469 13.77420  0.090
H6 3.52889 0.52711 13.15804  0.057
H7 3.36933 -2.49512 13.21088  0.093
H8 3.68221 -1.57008 11.83336  0.084
C5 -4.36587 -0.45596 9.47571  -0.653
O5 -5.52196 -0.88837 9.40710  0.002
N1 -3.90403 0.31700 10.49050  0.174
N2 -3.44804 -0.67708 8.47065  0.155
H9 -4.58703 0.43568 11.24096  0.067
H10 -2.89764 0.39255 10.60822  0.047
H11 -3.66321 -1.36538 7.77556  0.101
H12 -2.51209 -0.41080 8.72572  0.054
C6 2.12052 2.40705 5.82642  -0.110
O6 1.54838 3.39799 6.64198  -0.184
C7 1.14793 2.89823 7.90941  -0.218
C8 0.06999 3.82619 8.45128  -0.207
N3 -1.06511 4.02208 7.55679  -0.033
C9 -2.01354 2.89358 7.66301  -0.212
C10 -3.07241 2.96149 6.58534  -0.229
O7 -2.47947 2.47936 5.37634  -0.195
C11 -3.48707 2.06563 4.46450  -0.112
H13 2.64098 2.82542 4.96573  0.088
H14 1.33843 1.73690 5.45491  0.092
H15 2.89266 1.84247 6.36259  0.077
H16 2.02856 2.89326 8.55390  0.117
H17 0.67935 1.91658 7.76449  0.101
H18 0.56649 4.80454 8.50243  0.113
H19 -0.24842 3.61508 9.47099  0.101
H20 -0.72722 4.03601 6.59818  0.103
H21 -2.48890 3.03325 8.63819  0.115
H22 -1.59437 1.88038 7.63943  0.106
H23 -3.37741 3.99351 6.38246  0.124
H24 -3.99755 2.49055 6.92964  0.119
H25 -3.99385 1.17248 4.83016  0.086
H26 -3.05453 1.89708 3.47905  0.084
H27 -4.17781 2.90262 4.31260  0.086
C12 -7.09589 -0.48249 12.15213  -0.126
O8 -6.05377 0.39681 12.47107  -0.235
C13 -6.47711 1.76113 12.59499  -0.178
C14 -5.19441 2.59169 12.68470  -0.175
N4 -4.60444 2.41883 14.05003  -0.053
C15 -3.42317 3.26638 14.14959  -0.215
C16 -2.63052 2.97630 15.40770  -0.258
O9 -3.36827 3.43185 16.50771  -0.156
C17 -2.71775 3.24863 17.73857  -0.103
H28 -7.66839 -0.23009 11.25044  0.089
H29 -7.89750 -0.54991 12.90106  0.089
H30 -6.63467 -1.45005 11.97304  0.090
H31 -7.06100 1.95503 13.49246  0.127
H32 -6.99185 1.98312 11.65882  0.127
H33 -5.38637 3.66223 12.78304  0.123
H34 -4.44610 2.38360 11.91862  0.098
H35 -4.32134 1.45506 14.20876  0.100
H36 -3.71404 4.31850 14.13848  0.130
H37 -2.76228 3.10264 13.28391  0.113
H38 -1.63151 3.43109 15.42232  0.096
H39 -2.36834 1.90425 15.39922  0.108
H40 -1.68574 3.63084 17.71223  0.081
H41 -2.65724 2.17899 17.96849  0.092
H42 -3.22107 3.78796 18.53576  0.093
C18 0.43165 -6.01662 7.25521  -0.100
O10 0.20897 -4.87406 8.03724  -0.214
C19 -1.09803 -4.34110 8.08792  -0.202
C20 -1.13538 -3.38370 9.32387  -0.152
N5 0.10220 -2.61472 9.43284  -0.076
C21 0.22631 -1.62981 8.35984  -0.203
C22 1.55101 -0.88981 8.33249  -0.176
O11 1.86015 -0.34223 9.62537  -0.229
C23 3.03108 0.41170 9.56475  -0.117
H43 1.46809 -6.31789 7.40195  0.090
H44 0.36602 -5.80467 6.18150  0.089
H45 -0.24230 -6.83638 7.51341  0.089
H46 -1.78474 -5.16965 8.29441  0.120
H47 -1.41072 -3.87671 7.14963  0.116
H48 -1.40793 -3.99684 10.17670  0.123
H49 -1.91190 -2.65419 9.08450  0.093
H50 0.83715 -3.29616 9.24233  0.116
H51 -0.56453 -0.87208 8.41206  0.102
H52 0.09861 -2.02285 7.34154  0.129
H53 1.62730 -0.13146 7.55152  0.106
H54 2.38197 -1.59366 8.17030  0.139
H55 3.20144 0.96696 8.63437  0.073
H56 3.94667 -0.17581 9.69718  0.100
H57 3.15052 1.23568 10.27217  0.069
C24 3.64585 6.69429 10.52397  -0.107
O12 4.19944 5.49710 11.00664  -0.184
C25 3.24377 4.66934 11.62547  -0.240
C26 3.88356 3.32910 11.95572  -0.186
N6 5.01112 3.67474 12.83837  -0.057
C27 5.76785 2.60762 13.45977  -0.202
C28 6.65095 1.79504 12.52195  -0.228
O13 7.75235 2.53454 12.02814  -0.185
C29 8.73525 2.79512 13.01070  -0.115
H58 4.44361 7.36546 10.21319  0.089
H59 3.11016 7.22699 11.32182  0.088
H60 2.93795 6.50317 9.71166  0.085
H61 2.37266 4.49240 10.97931  0.106
H62 2.86200 5.13167 12.54120  0.122
H63 4.28227 2.83401 11.06427  0.106
H64 3.23215 2.67527 12.53462  0.098
H65 5.55397 4.42166 12.43294  0.103
H66 5.04618 1.95784 13.96233  0.103
H67 6.42178 2.97791 14.25318  0.106
H68 6.04611 1.40358 11.70036  0.113
H69 6.96195 0.86076 13.00632  0.117
H70 8.42746 3.60993 13.67297  0.080
H71 9.60069 3.20300 12.48646  0.085
H72 9.00532 1.87018 13.52232  0.091

- LUMO energy (eV) = -1.373
- total charge = 0
- calculated total energy (Ha) = -2484.8407



[2]
Molecular formula: C2H4O2
Method: DFT, ωB97M-V with the def2-TZVPD basis set

Each line ends with the Löwdin charge.
Atoms and positions in Å:
O1 2.28384 -1.52189 -0.94334  -0.008
C1 3.16304 -2.16496 -0.45341  -0.152
H1 3.13675 -3.26799 -0.49968  0.080
H2 3.99275 -1.61769 0.02784  0.080
O2 -2.43432 2.43312 0.69254  -0.011
C2 -3.01812 1.38165 0.67774  -0.138
H3 -3.81296 1.18380 1.39752  0.075
H4 -2.69349 0.64289 -0.04806  0.074

- LUMO energy (eV) = 0.953
- total charge = 0
- calculated total energy (Ha) = -229.0152



[3]
Molecular formula: C46H88ClI3N2NaO12P
Method: DFT, ωB97M-V with the def2-TZVPD basis set

Each line ends with the Löwdin charge.
Atoms and positions in Å:
C1 3.89877 -4.29253 -4.24072  -0.127
C2 3.50692 -4.54717 -2.70077  -0.281
C3 3.95542 -3.40487 -1.70187  -0.243
C4 2.96008 -2.14376 -1.46831  -0.316
C5 3.86956 -0.93235 -2.00523  -0.104
C6 1.46843 -2.23860 -1.93428  -0.280
C7 0.73253 -0.87729 -2.47485  -0.331
P1 1.39091 -0.20396 -4.11560  0.908
C8 2.03716 -1.53485 -5.27813  -0.306
C9 0.09413 0.80531 -5.06398  -0.288
C10 0.28406 0.19865 -1.36033  -0.392
C11 1.37931 1.23466 -0.85999  -0.183
C12 1.96854 2.34683 -1.79610  -0.231
C13 3.52392 2.67414 -1.44335  -0.175
C14 4.26044 3.17414 -2.77356  -0.230
O1 3.82423 4.52576 -3.12340  -0.127
C15 -1.11153 0.80678 -1.83596  -0.639
I1 -2.82243 0.57807 -0.41620  0.845
C16 -1.17577 2.38362 -2.17001  -0.686
C17 -2.63537 2.63739 -2.89395  -0.246
I2 -1.28913 3.67420 -0.35539  0.981
C18 0.15818 -0.71911 0.00129  -0.142
C19 -0.49843 -2.12811 -0.31491  -0.387
C20 -1.28422 -2.75073 0.91606  -0.238
C21 -2.28283 -3.96725 0.49991  -0.220
C22 -3.04669 -4.60852 1.75344  -0.163
C23 -4.66084 -4.49948 1.51288  -0.174
C24 -5.36557 -5.95098 1.40638  -0.151
C25 -6.68357 -5.95483 0.48818  -0.177
O2 -6.46919 -6.76478 -0.71973  -0.068
C26 -5.73544 -6.04519 -1.69418  -0.415
C27 -6.15221 -4.60723 -2.26646  -0.008
O3 -4.70459 -6.58332 -2.17003  0.044
N1 0.48675 -3.00276 -1.04687  -0.451
I3 1.29809 -4.50917 0.18783  0.809
H1 4.65621 -3.44859 -4.36086  0.066
H2 4.41427 -5.24065 -4.63114  0.075
H3 2.94984 -4.14997 -4.84712  0.049
H4 2.38400 -4.80550 -2.66900  0.067
H5 4.03354 -5.52378 -2.38622  0.112
H6 4.11741 -3.90987 -0.67588  0.069
H7 5.02177 -3.09293 -2.01471  0.110
H8 2.95663 -1.99393 -0.32046  0.104
H9 3.37327 0.05425 -2.19564  0.013
H10 4.34463 -1.28705 -2.99393  0.075
H11 4.75764 -0.81807 -1.27895  0.095
H12 1.46531 -2.84399 -2.92233  0.121
H13 -0.26335 -1.35018 -2.85516  0.115
H14 1.81204 -1.23431 -6.35287  0.045
H15 1.50805 -2.53071 -5.09060  0.032
H16 3.17230 -1.67902 -5.15803  0.034
H17 0.27398 1.90255 -4.80876  0.025
H18 0.33625 0.70078 -6.18311  0.048
H19 -0.98268 0.46358 -4.91581  0.041
H20 0.94076 1.74171 0.08199  0.097
H21 2.28378 0.64793 -0.44258  0.104
H22 1.43261 3.34198 -1.54534  0.065
H23 1.87563 2.23463 -2.91916  0.063
H24 3.53219 3.55977 -0.70857  0.103
H25 4.05896 1.77962 -0.96646  0.096
H26 5.39965 3.18755 -2.63814  0.122
H27 3.99279 2.50067 -3.65750  0.121
H28 2.84018 4.53463 -3.19260  0.080
H29 -1.54442 0.32319 -2.79039  0.065
H30 -0.41695 2.75847 -2.92694  0.058
H31 -2.96592 1.76436 -3.55499  0.056
H32 -3.42863 3.00563 -2.16106  0.027
H33 -2.45571 3.52653 -3.61732  0.071
H34 1.20723 -0.96357 0.42920  0.120
H35 -0.31701 -0.13979 0.86478  0.108
H36 -1.34299 -1.91858 -1.07988  0.114
H37 -2.02761 -1.92019 1.23388  0.101
H38 -0.68473 -2.96120 1.85592  0.086
H39 -1.73465 -4.75457 -0.14128  0.073
H40 -3.02598 -3.47379 -0.23482  0.103
H41 -2.71046 -4.16946 2.74551  0.111
H42 -2.82717 -5.74051 1.72414  0.107
H43 -4.93441 -3.82057 0.64131  0.094
H44 -5.06916 -3.99552 2.46101  0.105
H45 -5.71734 -6.24902 2.46284  0.115
H46 -4.62878 -6.73379 1.02182  0.119
H47 -7.10248 -4.92230 0.25969  0.116
H48 -7.50277 -6.51654 1.07063  0.130
H49 -6.39367 -3.88529 -1.41883  0.066
H50 -7.11408 -4.68993 -2.89533  0.097
H51 -5.30642 -4.14695 -2.88670  0.094
H52 -0.10741 -3.54777 -1.71020  0.107
O4 2.11371 7.05568 -2.40073  -0.064
H53 2.81042 6.47170 -2.72673  -0.001
H54 2.35126 7.92118 -2.75468  0.040
C28 -7.75808 0.06263 -4.95448  0.021
C29 -6.43929 -0.15128 -4.95185  0.020
C30 -5.48444 0.94619 -5.20037  -0.388
O5 -4.27736 0.75070 -5.20008  0.056
C31 -6.04325 2.28930 -5.45019  0.012
C32 -7.36185 2.50400 -5.45298  0.018
C33 -8.31765 1.40608 -5.20441  -0.393
O6 -9.52144 1.60144 -5.20493  0.096
H55 -8.47213 -0.73124 -4.77473  0.122
H56 -6.01325 -1.13012 -4.76950  0.118
H57 -5.32865 3.08310 -5.62992  0.116
H58 -7.78748 3.48302 -5.63531  0.120
O7 -1.02743 5.75660 2.74969  -0.054
H59 -0.31725 6.22450 3.20549  0.040
H60 -0.72603 5.70711 1.83583  -0.042
C34 -3.76887 -5.31818 6.59682  -0.113
O8 -4.35910 -4.45562 5.63611  -0.207
C35 -5.68723 -4.07779 5.98808  -0.202
C36 -5.72723 -2.67765 6.59360  -0.194
O9 -5.05222 -2.63493 7.84807  -0.197
C37 -3.74299 -2.08728 7.74352  -0.106
H61 -2.69311 -5.35523 6.41011  0.089
H62 -3.93364 -4.96402 7.61969  0.085
H63 -4.17637 -6.32633 6.48959  0.084
H64 -6.13182 -4.81269 6.66965  0.124
H65 -6.27605 -4.08033 5.06515  0.116
H66 -6.77145 -2.40806 6.78199  0.124
H67 -5.31027 -1.94026 5.90008  0.131
H68 -3.80457 -0.99986 7.64228  0.094
H69 -3.19647 -2.50507 6.89369  0.083
H70 -3.20226 -2.32598 8.66157  0.086
Cl1 -4.35703 1.13753 1.66528  -0.527
Na1 -2.51398 5.71200 -1.55632  0.405
C38 -2.81524 4.83347 5.31042  -1.020
O10 -3.71585 4.76055 4.46362  0.046
O11 -1.95432 3.93298 5.53290  0.049
O12 -2.61765 5.82141 6.07560  0.039
C39 9.44211 4.67796 4.04030  -0.098
C40 9.07430 5.02140 2.60450  -0.233
C41 7.59064 5.24578 2.32084  -0.109
N2 6.68561 4.01057 2.40010  -0.225
C42 7.38259 2.74162 1.97122  0.017
C43 6.09089 3.84479 3.80815  -0.091
C44 4.76949 4.57794 3.75208  -0.147
C45 4.23137 4.19628 2.38874  -0.149
C46 5.44830 4.23101 1.48152  -0.087
H71 8.98547 3.74527 4.37546  0.061
H72 10.52540 4.55553 4.11953  0.086
H73 9.14578 5.47894 4.72231  0.087
H74 9.48829 4.27267 1.92393  0.106
H75 9.58982 5.95447 2.34987  0.125
H76 7.51836 5.61493 1.29457  0.129
H77 7.16816 6.00494 2.98301  0.140
H78 8.15403 2.49255 2.69935  0.100
H79 7.80847 2.89952 0.98120  0.115
H80 6.64590 1.93478 1.94122  0.116
H81 5.93595 2.77697 3.98305  0.142
H82 6.77736 4.24632 4.55241  0.123
H83 4.92117 5.65976 3.81663  0.124
H84 4.09623 4.28267 4.55824  0.138
H85 3.44913 4.87614 2.04704  0.131
H86 3.80685 3.18796 2.41375  0.130
H87 5.54221 5.20022 0.99035  0.130
H88 5.41824 3.44719 0.72322  0.108

- LUMO energy (eV) = -1.595
- total charge = 0
- calculated total energy (Ha) = -4674.1318



[4]
Molecular formula: C6H15NO2Tl
Method: DFT, ωB97M-V with the def2-TZVPD basis set

Each line ends with the Löwdin charge.
Atoms and positions in Å:
Tl1 16.37295 -35.68032 -16.65822  1.176
C1 19.06482 -38.46828 -18.08951  0.046
O1 18.00376 -38.41943 -17.19648  -0.160
C2 17.83254 -39.53025 -16.36624  -0.098
C3 16.50541 -39.46928 -15.47343  -0.050
N1 16.61572 -38.23452 -14.76008  0.049
C4 15.51174 -38.05131 -13.83122  -0.065
C5 15.93138 -36.80615 -12.96621  -0.110
O2 16.36245 -35.66874 -13.66405  -0.219
C6 16.79593 -34.53505 -12.93268  0.022
H1 18.93373 -37.62090 -18.76246  0.134
H2 19.00455 -39.44946 -18.56040  0.154
H3 19.91787 -38.36071 -17.41955  0.155
H4 18.79420 -39.68657 -15.87751  0.177
H5 17.69031 -40.40018 -17.00741  0.167
H6 16.45891 -40.32509 -14.79998  0.193
H7 15.54960 -39.34167 -15.98161  0.159
H8 17.49685 -38.25901 -14.26701  0.166
H9 15.35455 -38.83974 -13.09517  0.186
H10 14.64404 -37.94421 -14.48215  0.154
H11 16.77595 -37.03889 -12.31765  0.172
H12 15.16621 -36.47886 -12.26230  0.180
H13 17.54153 -34.85329 -12.20405  0.135
H14 16.05505 -33.86510 -12.49637  0.155
H15 17.36708 -33.89047 -13.60080  0.122

- LUMO energy (eV) = -18.074
- total charge = +3
- calculated total energy (Ha) = -613.8982